Entry 1:
# C22H27N3O4

An isolated molecule of C22H27N3O4 (ωB97M-V/def2-TZVPD, the Open Molecules 2025 dataset).

Geometry as XYZ:
```
56
C22H27N3O4, DFT ωB97M-V/def2-TZVPD
C 1.590 -3.529 -9.212
C 0.533 -3.384 -8.134
H -0.096 -4.280 -8.068
H -0.122 -2.527 -8.328
O 1.189 -3.189 -6.882
C 0.391 -2.963 -5.829
O -0.812 -2.926 -5.912
C 1.156 -2.764 -4.571
C 0.445 -2.447 -3.419
C 1.124 -2.249 -2.221
C 2.513 -2.377 -2.193
C 3.212 -2.696 -3.342
C 2.542 -2.890 -4.537
H 3.080 -3.138 -5.437
H 4.286 -2.793 -3.304
H 3.041 -2.224 -1.262
N 0.478 -1.926 -1.031
C -0.836 -1.668 -0.799
O -1.727 -1.712 -1.613
C -1.088 -1.333 0.675
N 0.082 -0.724 1.281
C 0.143 -0.823 2.730
C -0.819 0.140 3.433
N -0.516 1.497 3.020
C -0.910 2.545 3.859
C -0.503 2.544 5.192
C -0.820 3.582 6.049
C -1.550 4.670 5.588
C -1.954 4.686 4.255
C -1.646 3.643 3.408
H -1.996 3.689 2.389
H -2.524 5.531 3.901
O -1.916 5.753 6.340
C -1.524 5.788 7.689
H -1.948 4.951 8.255
H -1.916 6.723 8.086
H -0.434 5.781 7.794
H -0.480 3.531 7.071
H 0.089 1.724 5.571
C -0.660 1.651 1.589
C 0.280 0.663 0.883
H 0.151 0.743 -0.198
H 1.312 0.927 1.135
H -0.367 2.663 1.308
H -1.699 1.481 1.257
H -0.710 0.046 4.512
H -1.859 -0.125 3.172
H -0.067 -1.852 3.027
H 1.167 -0.574 3.026
H -2.001 -0.724 0.723
H -1.295 -2.279 1.183
H 1.069 -1.789 -0.215
H -0.628 -2.354 -3.467
H 1.112 -3.680 -10.175
H 2.231 -4.381 -8.996
H 2.205 -2.634 -9.256
```

Properties
lowest unoccupied orbital energy	0.63	eV
relative energy (zero: lowest compared OMol25 entry of this formula, charge and spin)	63.3	kcal/mol
strongest force on any atom	0.5	eV/Å
HOMO level	-7.62	eV
SMILES	CCOC(=O)c1cccc(NC(=O)CN2CCN(c3ccc(OC)cc3)CC2)c1
gap between HOMO and LUMO	0.303	hartree

***

Entry 2:
# C22H27N3O6

An isolated molecule of C22H27N3O6 in a non-equilibrium geometry (ωB97M-V/def2-TZVPD, the Open Molecules 2025 dataset).

Geometry as XYZ:
```
58
C22H27N3O6, DFT ωB97M-V/def2-TZVPD
C 0.464 6.876 0.792
C 0.584 6.313 -0.620
C 1.954 5.705 -0.921
C 2.239 4.443 -0.106
C 1.297 3.317 -0.500
O 0.949 3.123 -1.646
N 0.904 2.554 0.558
C 0.110 1.408 0.566
C -0.471 0.882 -0.575
C -1.229 -0.282 -0.523
C -1.409 -0.912 0.715
C -0.862 -0.357 1.870
C -0.086 0.783 1.813
O 0.523 1.373 2.884
C 0.604 0.641 4.095
C 1.548 1.388 5.024
H 2.535 1.456 4.575
H 1.176 2.392 5.207
H 1.625 0.860 5.970
H 0.985 -0.368 3.892
H -0.392 0.561 4.552
H -1.030 -0.872 2.802
N -2.158 -2.101 0.832
C -1.982 -3.277 0.183
O -2.703 -4.231 0.385
C -0.883 -3.338 -0.836
C -1.195 -3.843 -2.092
C -0.230 -3.930 -3.080
C 1.065 -3.496 -2.835
C 1.398 -3.004 -1.588
C 0.433 -2.949 -0.589
N 0.860 -2.541 0.721
O 0.336 -3.074 1.678
O 1.747 -1.714 0.793
H 2.402 -2.679 -1.360
H 1.815 -3.551 -3.609
H -0.489 -4.333 -4.048
H -2.208 -4.164 -2.277
H -2.824 -2.145 1.593
O -1.838 -0.863 -1.596
C -1.867 -0.173 -2.833
C -0.596 -0.346 -3.658
H -0.701 0.198 -4.592
H 0.273 0.034 -3.129
H -0.434 -1.398 -3.877
H -2.076 0.890 -2.666
H -2.714 -0.615 -3.365
H -0.306 1.402 -1.501
H 1.268 2.775 1.475
H 3.255 4.101 -0.323
H 2.174 4.648 0.963
H 2.733 6.445 -0.723
H 1.994 5.439 -1.978
H -0.185 5.555 -0.780
H 0.404 7.119 -1.335
H 0.515 6.089 1.539
H -0.488 7.388 0.912
H 1.263 7.590 0.986
```

Properties
lowest unoccupied orbital energy	-0.36	eV
relative energy (zero: lowest compared OMol25 entry of this formula, charge and spin)	75.5	kcal/mol
strongest force on any atom	1.4	eV/Å
HOMO level	-7.77	eV
SMILES	CCCCC(=O)Nc1cc(OCC)c(NC(=O)c2ccccc2[N+](=O)[O-])cc1OCC
gap between HOMO and LUMO	0.273	hartree